[1]
The following is a DFT calculation (ωB97M-V/def2-TZVPD) of a molecular structure, C3H8NO.

Results
Charge: +1

Element x y z (Å)
1 C 0.381624 0.958846 0.184509
2 C -0.294274 -0.027411 -0.636936
3 C -0.357109 0.224596 1.257727
4 N 0.561290 -1.037668 -1.170629
5 O -1.589216 0.637748 1.713713
6 H 1.534082 0.974680 0.195332
7 H 0.074407 2.015926 0.050101
8 H -0.905960 0.455063 -1.377246
9 H 0.264013 -0.549173 1.698782
10 H 1.453435 -0.501801 -1.219082
11 H 0.363933 -1.147187 -2.192102
12 H 0.707227 -1.984001 -0.779611
13 H -2.193452 -0.019617 2.275443

Forces on atoms 1 to 6 (eV/Å):
C 1.593 2.733 1.481
C -1.718 0.511 2.493
C -1.379 -0.508 -2.455
N 2.298 0.064 -2.755
O 0.178 -1.453 1.111
H -1.573 -0.300 0.398



[2]
The following is a DFT calculation (ωB97M-V/def2-TZVPD) of 11 unconnected molecules or ions with the total composition C6H35NO11.

Results
SMILES: C[C@@H](O)CCN(C)C.O.O.O.O.O.O.O.O.O.O
Charge: 0

Element x y z (Å)
1 C -1.011008 1.540766 2.612232
2 C 0.037067 1.078237 1.685919
3 O 0.359082 -0.315991 2.078753
4 C -0.555209 0.982473 0.283656
5 C 0.192453 -0.160045 -0.510124
6 N -0.345952 -0.491294 -1.775574
7 C -0.092696 0.655482 -2.696462
8 C -0.050004 -1.723465 -2.409033
9 H -0.559233 1.516921 3.673596
10 H -1.469817 2.585466 2.323090
11 H -1.944660 0.996446 2.576693
12 H 1.048753 1.626076 1.931097
13 H -0.408686 -0.696660 2.628624
14 H -1.557144 0.791662 0.368906
15 H -0.347970 1.994598 -0.453466
16 H 1.153184 0.142430 -0.553620
17 H 0.057502 -1.152343 0.118835
18 H -0.969506 1.305931 -2.954411
19 H 0.534890 0.297381 -3.525268
20 H 0.591903 1.451199 -2.247590
21 H -0.667251 -2.586851 -2.208165
22 H 0.980933 -1.975841 -2.404199
23 H -0.522600 -1.553726 -3.552857
24 O 4.101881 -1.806205 -2.231192
25 H 4.746654 -1.407591 -1.779261
26 H 3.209519 -1.943932 -1.705927
27 O 1.973300 3.439247 -1.792366
28 H 2.564727 3.226083 -1.152920
29 H 1.583181 2.619269 -2.105576
30 O -4.134606 0.712841 2.368320
31 H -3.764076 1.435724 2.870461
32 H -4.184409 1.052107 1.483824
33 O 4.404779 -0.128295 0.398697
34 H 3.854851 -0.291049 1.235855
35 H 5.235002 -0.343714 0.446763
36 O 3.298823 0.559091 -2.071158
37 H 4.061448 0.779916 -2.617168
38 H 3.686208 0.754199 -1.255624
39 O -3.314412 2.758451 0.074643
40 H -2.694494 2.048167 -0.148230
41 H -3.941467 2.659870 -0.595849
42 O -2.983847 -0.666763 -0.925180
43 H -2.157848 -0.559000 -1.254584
44 H -3.523922 -1.215653 -1.286279
45 O -3.040347 -2.036715 1.532615
46 H -2.467943 -1.793866 0.750367
47 H -3.400771 -1.249479 1.992172
48 O -1.138925 -3.238935 3.131504
49 H -1.073822 -4.221652 2.811814
50 H -1.823545 -2.876201 2.479007
51 O 2.436788 -1.330548 1.304022
52 H 2.083053 -1.225711 2.242479
53 H 1.950168 -2.018489 0.808162

Forces on atoms 1 to 6 (eV/Å):
C -0.743 3.036 2.062
C 1.441 -1.171 0.672
O -2.297 0.274 1.942
C 4.681 2.111 -3.529
C -3.910 -3.046 3.081
N -1.395 2.955 -1.309



[3]
The following is a DFT calculation (ωB97M-V/def2-TZVPD) of 9 unconnected molecules or ions with the total composition C20H56F6O12P.

Results
Charge: -1

Element x y z (Å)
1 P -0.640975 0.254124 1.037952
2 F 0.737913 -0.264979 1.751340
3 F 0.110624 -0.052550 -0.381229
4 F -1.216876 -1.267588 1.063892
5 F -2.004878 0.694831 0.248233
6 F -1.349763 0.464056 2.473102
7 F -0.161074 1.775501 1.074580
8 C -4.302531 -1.764941 1.311684
9 O -4.490845 -0.658825 2.159611
10 H -3.724030 -2.565998 1.791070
11 H -5.287315 -2.168354 1.085332
12 H -3.714815 -1.571770 0.410529
13 H -3.649883 -0.255622 2.403384
14 C 1.180589 1.610212 -3.549396
15 O 1.304451 2.161703 -2.237934
16 H 0.614368 2.311610 -4.168677
17 H 2.154341 1.406336 -3.991492
18 H 0.677154 0.641833 -3.494214
19 H 0.431065 2.005327 -1.860070
20 C 3.411825 1.811932 1.561014
21 O 2.653220 1.881365 0.397005
22 H 3.822311 2.764271 1.927375
23 H 2.946098 1.396391 2.460801
24 H 4.327442 1.225712 1.383110
25 H 1.868133 1.334233 0.554333
26 C -3.356307 0.147415 -3.046332
27 O -2.249644 0.814032 -2.481078
28 H -4.274595 0.738947 -2.921936
29 H -3.162149 0.057737 -4.114585
30 H -3.590145 -0.854394 -2.671837
31 H -2.358275 0.751504 -1.518070
32 C 5.766442 -1.049950 -0.396604
33 O 4.500527 -0.566756 -0.748110
34 C 3.514361 -1.570703 -0.904542
35 C 3.391613 -2.007043 -2.348905
36 O 2.638155 -1.103765 -3.100396
37 C 2.594442 -1.462958 -4.457774
38 H 6.254565 -1.614377 -1.198620
39 H 5.699136 -1.763180 0.438040
40 H 6.370247 -0.217253 -0.047807
41 H 2.563529 -1.218201 -0.501922
42 H 3.798399 -2.418944 -0.268761
43 H 2.965592 -3.026087 -2.396750
44 H 4.371631 -2.222327 -2.804203
45 H 1.895258 -2.308302 -4.582319
46 H 3.576498 -1.778275 -4.813804
47 H 2.060852 -0.739571 -5.073839
48 C -0.158375 -3.433516 6.541870
49 O 1.100504 -3.278443 5.908724
50 C 1.061612 -2.301256 4.880940
51 C 2.408321 -2.165387 4.193142
52 O 3.085192 -1.029374 4.684294
53 C 4.307637 -0.791335 4.012166
54 H -0.791275 -4.111286 5.966979
55 H -0.638677 -2.475687 6.759223
56 H 0.085905 -3.877911 7.509281
57 H 0.837177 -1.357947 5.395868
58 H 0.299401 -2.368121 4.096057
59 H 2.218502 -2.073552 3.116698
60 H 3.022175 -3.066801 4.309697
61 H 4.692876 0.113136 4.477324
62 H 4.075995 -0.633555 2.953990
63 H 5.010054 -1.627747 4.102995
64 C -2.319497 7.153904 -1.430537
65 O -3.716057 7.036201 -1.594945
66 C -4.468587 6.944499 -0.418309
67 C -4.486460 5.699493 0.463826
68 O -3.121801 5.401803 0.722373
69 C -3.003071 4.148832 1.362654
70 H -1.842781 6.179269 -1.347642
71 H -2.012800 7.752251 -0.563314
72 H -1.978107 7.747539 -2.280111
73 H -5.494084 7.256104 -0.636903
74 H -4.130796 7.756234 0.244047
75 H -4.924166 4.810342 -0.009284
76 H -5.075084 5.879524 1.370848
77 H -2.026774 3.969771 1.804529
78 H -3.259230 3.304363 0.713120
79 H -3.730428 4.038529 2.179609
80 C -0.752412 -5.132756 -0.084359
81 O -0.793892 -4.556452 -1.379007
82 C -0.857563 -3.142047 -1.292007
83 C -0.481088 -2.509435 -2.628540
84 O -1.574261 -2.584054 -3.548490
85 C -1.303852 -1.822498 -4.694097
86 H 0.073158 -4.853032 0.577309
87 H -0.606336 -6.193066 -0.316257
88 H -1.680091 -5.028296 0.485038
89 H -0.185936 -2.738330 -0.530136
90 H -1.848360 -2.722650 -1.079801
91 H 0.461044 -2.839921 -3.063941
92 H -0.424929 -1.443435 -2.369987
93 H -1.149476 -0.767058 -4.437694
94 H -2.168682 -1.874553 -5.353409
95 H -0.401308 -2.148649 -5.225010

Forces on atoms 1 to 6 (eV/Å):
P 0.163 -1.347 0.156
F -0.285 0.402 0.262
F -0.543 0.557 0.152
F 0.173 -0.067 -0.150
F 0.091 0.177 0.212
F -0.171 0.217 0.123



| no. | Kohn-Sham gap (eV) | HOMO (eV) | largest force on an atom (eV/Å) |
| --- | --- | --- | --- |
| 1 | 9.6 | -13.271 | 3.59 |
| 2 | 9.5 | -9.230 | 8.35 |
| 3 | 9.4 | -6.818 | 1.84 |